(1)
Below is a 2-piece molecular cluster, C4H4ClF3O2S overall at a distorted geometry, with properties calculated with ωB97M-V with the def2-TZVPD basis set.

Last column: Löwdin charge in e.
Atoms and positions in Å:
H1 0.851 0.201 0.921  0.06
F1 -1.686 0.919 -1.055  -0.07
C1 2.891 0.821 -0.036  -0.87
Cl1 3.766 1.219 1.441  0.68
C2 -2.592 0.154 -0.353  -0.15
H2 0.918 1.018 -0.597  0.03
C3 1.419 0.414 0.042  -0.33
F2 -2.477 -1.921 0.919  0.03
F3 -1.610 -0.052 1.776  0.12
S1 1.351 -1.105 -1.048  0.94
O1 2.026 -2.253 -0.451  -0.52
H3 -3.411 0.994 0.016  0.19
C4 -1.851 -0.672 0.643  -0.24
H4 -3.078 -0.439 -1.152  0.13
O2 3.485 0.703 -1.064  0.01

Calculated values
Charge: 0
Spin multiplicity: 1
HOMO level (alpha / beta), eV: -9.11 / -10.27
HOMO-LUMO gap (alpha / beta), eV: 7.775 / 9.229
Electronic energy, hartree: -1463.12767

---

(2)
Below is C39H31GaN5P2S2 as an isolated structure, with properties calculated with ωB97M-V with the def2-TZVPD basis set.

Last column: Löwdin charge in e.
Atoms and positions in Å:
C1 0.855 -4.787 -1.222  -0.09
H1 -3.007 0.302 -2.699  0.09
C2 2.684 -6.318 -1.491  -0.08
N1 -0.598 0.570 2.454  0.14
H2 4.646 2.936 2.526  0.12
H3 -3.437 -4.606 3.521  0.10
C3 4.686 -1.071 -2.318  -0.07
H4 -5.227 -1.073 1.445  0.13
C4 1.387 -5.929 -1.797  -0.08
C5 0.073 -1.660 -0.837  -0.58
C6 2.593 1.771 4.971  -0.04
C7 -2.828 -3.859 1.605  -0.09
P1 0.870 -2.543 0.418  0.43
H5 4.452 -5.873 -0.365  0.11
C8 -1.475 -2.359 -3.894  -0.09
C9 2.672 -0.939 -4.223  -0.10
H6 -0.155 -4.479 -1.466  0.10
S1 2.170 -1.650 1.628  0.33
H7 1.891 -0.880 -4.972  0.11
C10 -0.318 -3.546 2.746  -0.09
C11 2.699 2.073 2.231  -0.17
H8 -3.801 -3.998 1.152  0.10
H9 -1.771 -5.002 -5.978  0.11
C12 -4.778 -0.783 0.506  0.01
C13 3.776 2.501 2.998  0.00
C14 -2.623 -0.222 1.670  0.00
H10 1.728 -3.445 -4.091  0.11
H11 -1.922 -3.099 -0.195  0.09
C15 -5.505 -0.779 -0.680  -0.02
H12 1.832 1.799 -0.993  0.12
H13 0.658 0.896 4.647  0.12
H14 4.545 2.671 4.976  0.12
C16 2.349 -1.166 -2.883  -0.35
C17 -3.549 -0.009 -1.814  -0.10
C18 5.002 -0.861 -3.650  -0.07
C19 -1.364 -4.054 3.498  -0.07
C20 0.486 1.079 1.951  -0.30
H15 -3.002 -0.412 2.670  0.15
C21 -2.623 -4.206 2.932  -0.08
H16 4.236 -0.614 -5.641  0.11
N2 -2.850 -0.034 -0.686  0.06
H17 0.658 -3.404 3.192  0.08
C22 -3.456 -0.390 0.462  -0.23
P2 0.609 -1.282 -2.415  0.59
Ga1 -0.715 0.068 -0.477  0.14
H18 6.035 -0.753 -3.950  0.11
N3 -1.454 0.233 1.443  -0.03
H19 -6.543 -1.078 -0.682  0.12
H20 3.556 2.538 0.379  0.17
S2 -0.185 0.640 -2.683  0.47
H21 3.488 -3.838 0.674  0.06
H22 -2.076 -1.592 -3.418  0.07
C23 2.908 -4.429 -0.022  -0.10
C24 1.571 1.508 2.815  -0.12
C25 -0.519 -3.186 1.417  -0.33
C26 3.443 -5.568 -0.606  -0.07
H23 5.468 -1.130 -1.574  0.11
C27 1.529 1.354 4.202  0.01
C28 1.614 -4.029 -0.332  -0.33
C29 0.060 -4.322 -5.098  -0.07
H24 3.124 -1.364 -0.886  0.03
H25 -1.199 -4.331 4.530  0.11
N4 0.633 1.234 0.578  0.07
H26 0.791 -6.514 -2.485  0.11
H27 3.101 -7.208 -1.942  0.11
C30 -4.890 -0.371 -1.850  -0.01
C31 -2.075 -3.287 -4.723  -0.07
C32 -0.101 -2.394 -3.664  -0.33
C33 3.991 -0.787 -4.602  -0.06
C34 1.727 1.749 0.087  -0.11
H28 2.565 1.648 6.043  0.11
C35 0.662 -3.385 -4.270  -0.09
C36 3.360 -1.217 -1.931  -0.08
H29 -5.429 -0.329 -2.785  0.12
C37 -1.305 -4.275 -5.327  -0.07
C38 -1.779 -3.354 0.850  -0.11
C39 3.714 2.346 4.367  -0.04
H30 -3.140 -3.245 -4.903  0.11
N5 2.729 2.182 0.835  0.16
H31 0.663 -5.090 -5.562  0.11

Calculated values
Charge: +1
Spin multiplicity: 1
HOMO level, eV: -9.86
HOMO-LUMO gap, eV: 6.089
Electronic energy, hartree: -5182.36515

---

(3)
Below is a 2-piece molecular cluster, C2H2ClFO overall at a distorted geometry, with properties calculated with ωB97M-V with the def2-TZVPD basis set.

Last column: Löwdin charge in e.
Atoms and positions in Å:
H1 0.328 -1.173 1.918  0.04
C1 -2.767 -1.836 0.365  -0.16
F1 0.223 0.573 1.020  -0.07
C2 0.565 -0.733 1.050  -0.55
O1 -3.273 -1.352 -0.539  -0.02
H2 1.630 -0.789 0.843  0.09
Cl1 -0.396 -1.538 -0.197  0.67

Calculated values
Charge: 0
Spin multiplicity: 1
HOMO level, eV: -10.74
HOMO-LUMO gap, eV: 11.593
Electronic energy, hartree: -712.66356

---

(4)
Below is one molecule with the formula C24H29N3O2, with properties calculated with ωB97M-V with the def2-TZVPD basis set.

Last column: Löwdin charge in e.
Atoms and positions in Å:
H1 -0.172 2.648 -4.727  0.11
C1 1.376 -2.437 2.810  -0.02
H2 -1.506 1.531 -4.454  0.10
C2 0.232 1.123 -3.236  -0.20
C3 2.487 1.099 -1.976  -0.31
H3 2.551 3.000 -0.959  0.13
H4 1.719 2.682 -3.194  0.11
H5 1.143 -0.543 -1.554  0.09
C4 -1.649 -0.565 3.272  -0.09
H6 -2.850 1.764 -2.323  0.14
C5 1.621 -0.201 1.720  -0.42
N1 2.480 0.087 0.723  -0.04
H7 2.189 1.257 -4.115  0.12
H8 -0.594 3.647 -2.439  0.12
H9 -0.740 -4.984 2.143  0.10
H10 -3.244 0.740 -0.372  0.10
C6 -1.709 2.270 -0.695  -0.51
H11 2.595 2.044 1.367  0.12
C7 -3.458 -1.056 1.797  -0.02
H12 3.976 1.489 0.383  0.13
H13 -1.031 1.378 1.646  0.12
C8 -2.988 -2.331 3.751  -0.15
C9 -2.359 -0.251 2.104  -0.20
C10 1.044 -1.585 1.764  -0.16
H14 -1.356 -3.466 0.301  0.11
H15 -4.619 -2.752 2.417  0.10
H16 1.005 -4.317 3.754  0.10
H17 3.555 1.196 -2.211  0.14
H18 2.126 -2.131 3.524  0.12
H19 2.604 -1.826 -0.089  0.12
C11 2.198 1.986 -0.761  -0.12
C12 -3.777 -2.112 2.630  -0.06
N2 -1.952 -1.572 4.066  0.09
H20 -0.134 1.005 -2.216  0.09
O1 -0.805 2.955 -0.250  0.04
H21 -3.195 -3.148 4.430  0.10
N3 -2.138 2.392 -1.983  0.05
H22 -0.785 0.021 3.558  0.11
C13 2.214 -0.376 -1.655  -0.13
C14 0.743 -3.660 2.939  -0.07
H23 -4.055 -0.862 0.918  0.11
H24 3.968 -0.743 -0.441  0.13
O2 1.306 0.613 2.573  0.06
H25 0.183 0.144 -3.716  0.11
C15 2.886 1.458 0.495  -0.12
C16 -0.237 -4.034 2.035  -0.09
C17 -1.898 0.844 1.273  -0.02
H26 2.578 -1.007 -2.468  0.12
C18 -1.358 3.085 -2.982  -0.18
H27 -0.237 -1.287 0.072  0.11
C19 1.692 1.590 -3.201  -0.16
H28 -1.998 3.785 -3.527  0.12
C20 0.053 -1.962 0.865  -0.05
C21 -0.583 -3.183 1.000  -0.08
C22 -0.710 2.093 -3.958  -0.18
H29 1.127 2.046 -0.571  0.09
C23 2.877 -0.799 -0.342  -0.14
C24 -2.390 1.219 0.086  0.00

Calculated values
Charge: 0
Spin multiplicity: 1
HOMO level, eV: -8.68
HOMO-LUMO gap, eV: 8.709
Structure (SMILES): O=C(/C=C/c1cccnc1)NCCCCC1CCN(C(=O)c2ccccc2)CC1
Electronic energy, hartree: -1246.72575